The molecule C5H10N2, computed with ωB97M-V/def2-TZVPD.

```
17
Properties=species:S:1:pos:R:3
N -0.169 1.069 -1.149
N -0.963 -1.528 0.155
C -2.105 -0.745 0.619
C 1.085 1.079 -0.393
C -0.228 0.967 0.304
C 2.058 -0.098 -0.369
C -0.721 -0.313 0.928
H 2.738 -0.115 0.499
H -0.331 -0.517 1.925
H 2.689 -0.089 -1.262
H 1.528 -1.057 -0.338
H 1.505 2.070 -0.537
H -0.822 -1.380 -0.842
H -0.608 1.850 0.827
H -0.282 0.183 -1.632
H -2.717 -1.220 1.380
H -2.656 -0.155 -0.114
```

For the total energy, the calculation gives -8325.1191 eV. As for the energy above the lowest of the compared OMol25 structures with the same formula, charge and spin: 213.6 kJ/mol. Its SMILES is C[C@H]1N[C@H]1[C@H]1CN1. The gap between HOMO and LUMO comes out at 10.5235 eV. The calculation puts the HOMO energy at -9.30 eV.